Entry 1:
DFT (wB97M-V/def2-TZVPD) results for a cluster of 9 separate species, C30H78O30P6 in total in a non-equilibrium geometry.

The structure (SMILES) is COP(=O)(OC)OC.COP(=O)(OC)OC.COP(=O)(OC)OC.COP(=O)(OC)OC.COP(=O)(OC)OC.COP(=O)(OC)OC.CCOC(C)=O.CCOC(C)=O.CCOC(C)=O. The energy above the lowest of the compared OMol25 structures with the same formula, charge and spin is 0.000 eV. Its orbital gap is 0.37340 hartree.

```
! RIJCOSX wB97M-V def2-TZVPD def2/J DEFGRID3
* xyz 0 1
C 7.86515 5.78888 2.46935
O 7.07376 4.66049 2.92342
P 6.71083 3.40763 2.04540
O 6.18249 2.31560 2.85946
O 5.76348 4.02984 0.88994
C 4.40895 3.60885 0.79550
O 8.02287 3.08854 1.18659
C 9.10811 2.50104 1.93955
H 8.73844 5.80741 3.13168
H 7.24711 6.67164 2.60822
H 8.27793 5.67079 1.46810
H 4.26110 2.54475 0.99198
H 4.22503 3.65056 -0.28613
H 3.62361 4.21627 1.24229
H 9.95946 2.49336 1.27318
H 8.80965 1.53137 2.33098
H 9.30003 3.13692 2.80908
C -0.72152 -3.58877 -0.66941
O 0.02959 -3.75123 0.55403
P 1.35765 -4.61255 0.44388
O 2.09062 -4.55521 -0.82221
O 0.86570 -6.09180 0.80881
C 1.53201 -7.25462 0.34431
O 2.10848 -4.05777 1.73368
C 1.33692 -3.74355 2.92379
H -1.77486 -3.39490 -0.46232
H -0.74130 -4.48610 -1.28557
H -0.31329 -2.65901 -1.06139
H 2.28392 -7.08023 -0.41639
H 0.77665 -7.97157 0.01256
H 1.93328 -7.77539 1.21977
H 0.53233 -4.44816 3.13921
H 0.93512 -2.76446 2.67129
H 2.02554 -3.73864 3.76314
C -5.15422 0.70889 -1.52477
O -5.98522 -0.16703 -0.75604
P -7.56672 -0.00296 -0.89651
O -8.03354 0.89120 -1.95365
O -8.02877 0.48326 0.54765
C -7.55836 -0.23025 1.68835
O -8.14905 -1.48741 -0.98153
C -7.85257 -2.23102 -2.16068
H -5.34987 1.71649 -1.14778
H -5.35526 0.71810 -2.59494
H -4.10697 0.47574 -1.35254
H -8.20336 -0.03436 2.54787
H -6.57648 0.06870 2.06829
H -7.55293 -1.30441 1.48911
H -7.03989 -2.92232 -1.92094
H -7.57963 -1.62962 -3.02407
H -8.71221 -2.85861 -2.38192
C -4.10322 -2.49267 0.47557
O -3.36598 -1.30303 0.38871
P -3.05399 -0.53425 1.74560
O -4.16229 0.04907 2.50606
O -2.24596 -1.66215 2.51428
C -1.94828 -1.51545 3.91016
O -1.94168 0.53110 1.28861
C -2.44244 1.84247 0.97955
H -5.15106 -2.30768 0.71793
H -3.73689 -3.19310 1.23778
H -4.11523 -3.20264 -0.35656
H -2.28379 -2.44773 4.35026
H -2.50612 -0.70455 4.38474
H -0.90181 -1.25894 4.05378
H -2.58927 2.35964 1.93977
H -3.40762 1.88280 0.47730
H -1.68990 2.45125 0.48578
C -3.36701 -3.39067 -3.59987
O -2.24307 -3.13131 -4.44172
P -1.91108 -4.12493 -5.64469
O -1.77614 -5.54078 -5.28804
O -0.63939 -3.40562 -6.25670
C 0.68420 -3.47621 -5.74363
O -3.04316 -3.78748 -6.69468
C -2.87640 -4.20202 -8.04829
H -3.84721 -2.42275 -3.45345
H -3.03459 -3.79590 -2.64781
H -4.10846 -4.07737 -4.01053
H 1.25790 -2.60561 -6.05985
H 1.18068 -4.32320 -6.22581
H 0.75005 -3.56542 -4.65891
H -3.86628 -4.16263 -8.50260
H -2.52485 -5.22760 -8.15904
H -2.24095 -3.51770 -8.60827
C 3.69019 2.85685 4.64180
O 3.03976 1.62800 5.06159
P 2.89336 0.36467 4.10610
O 2.48327 -0.83544 4.84700
O 1.94104 0.86871 2.92039
C 1.51059 -0.12655 1.98888
O 4.28759 0.27291 3.33768
C 5.52442 0.15412 4.04250
H 4.57511 2.91860 5.26313
H 2.99149 3.69060 4.63657
H 3.95758 2.79747 3.58229
H 1.49856 0.40138 1.03105
H 0.44463 -0.34358 2.11285
H 2.07043 -1.05460 1.93048
H 6.16295 -0.41461 3.36288
H 5.51188 -0.24396 5.05919
H 6.01482 1.13037 4.16523
O 2.07152 2.21204 -1.62485
C 1.19238 1.96129 -0.83208
O 0.25287 1.02105 -0.99251
C 0.21007 0.22099 -2.18249
C -1.22462 -0.00002 -2.57329
C 0.96946 2.71215 0.46404
H 0.83449 -0.65736 -2.05710
H 0.63693 0.82105 -2.99590
H -1.75240 -0.47807 -1.73357
H -1.28142 -0.66821 -3.43392
H -1.77977 0.91224 -2.78670
H -0.10201 2.90020 0.48248
H 1.40805 3.70516 0.35149
H 1.46150 2.24283 1.31039
O 5.50924 -1.29296 -2.30798
C 4.54192 -0.58136 -2.44992
O 3.33513 -1.01666 -2.75814
C 3.14259 -2.44117 -2.72303
C 3.70841 -3.13158 -3.94162
C 4.73376 0.91395 -2.54118
H 2.08949 -2.67359 -2.59008
H 3.64961 -2.75837 -1.81366
H 4.79006 -3.01866 -3.96708
H 3.14128 -2.89876 -4.83737
H 3.59922 -4.21259 -3.79145
H 3.96191 1.30064 -3.21211
H 5.70798 1.20020 -2.91737
H 4.55764 1.45612 -1.61264
O -5.84043 6.55150 2.06631
C -4.96594 6.53743 2.86435
O -3.68862 6.24381 2.63241
C -3.27830 6.08714 1.27807
C -1.76543 5.97590 1.32676
C -5.16564 6.91066 4.31460
H -3.51903 6.94604 0.64475
H -3.77055 5.24209 0.80271
H -1.58208 4.96659 1.70623
H -1.14978 6.76988 1.73670
H -1.33207 5.92962 0.31614
H -4.95492 7.96941 4.43793
H -4.54305 6.29494 4.96323
H -6.18562 6.67820 4.61075
*
```

Entry 2:
DFT (wB97M-V/def2-TZVPD) results for a cluster of 2 separate species, CH3O2 in total.

The energy above the lowest of the compared OMol25 structures with the same formula, charge and spin is 0.801 eV. Its orbital gap is 0.26962 hartree.

```
! RIJCOSX wB97M-V def2-TZVPD def2/J DEFGRID3
* xyz -1 1
O -1.25837 -0.54785 0.78984
H -1.50264 -0.54925 1.72467
O 1.37316 1.26478 -0.74439
C 0.67524 0.27806 -0.63949
H -0.33105 0.14710 -1.05105
H 1.04365 -0.59283 -0.07958
*
```

Entry 3:
DFT (wB97M-V/def2-TZVPD) results for a structure of composition H11Na2O6 in a non-equilibrium geometry.

The energy above the lowest of the compared OMol25 structures with the same formula, charge and spin is 1.522 eV. Its orbital gap is 0.29172 hartree.

```
! RIJCOSX wB97M-V def2-TZVPD def2/J DEFGRID3
* xyz 1 1
Na -3.09526 -0.59781 0.91741
Na -1.79600 0.45284 -2.11260
O -0.44954 0.12501 -0.04049
H 0.39710 -0.27171 -0.32395
O 0.20252 2.70667 0.57208
H 0.26850 1.75540 0.48866
H -0.69009 2.85903 0.88237
O 1.51368 0.78787 -1.77670
H 0.80407 0.66035 -1.14707
H 1.17609 0.42484 -2.59553
O -1.73119 0.81247 2.29398
H -0.98742 0.68692 2.88328
H -1.34228 0.84324 1.41989
O -0.88860 -2.36799 0.49334
H -0.12619 -2.80778 0.86956
H -0.68866 -1.43491 0.56832
O 2.85439 -1.60536 -1.04698
H 2.24300 -1.01648 -0.60466
H 2.33586 -2.01259 -1.74090
*
```

Entry 4:
DFT (wB97M-V/def2-TZVPD) results for a structure of composition C6H11N5PRu in a non-equilibrium geometry.

The energy above the lowest of the compared OMol25 structures with the same formula, charge and spin is 0.000 eV. Its orbital gap (spin up / spin down) is 0.14637 / 0.15414 hartree.

```
! RIJCOSX wB97M-V def2-TZVPD def2/J DEFGRID3
* xyz 1 5
C 0.39376 0.22309 -1.99052
C -0.86094 -0.50296 -1.99343
C -0.57955 -1.86194 -1.60644
C 0.82517 -1.95560 -1.31244
C 1.42898 -0.66340 -1.51053
Ru -0.11132 -0.28212 0.05248
P -0.49749 1.89092 0.23487
H 0.55237 1.24493 -2.30414
H -1.82209 -0.08881 -2.28028
H -1.30755 -2.66462 -1.52216
H 2.48089 -0.39758 -1.37011
H 1.35903 -2.82448 -0.93869
H -1.49524 2.36117 1.15157
H -0.91621 2.60093 -0.92941
H 0.61491 2.71194 0.61237
N -0.95113 -0.11263 5.34738
N -0.87302 -0.66122 4.09959
N -0.72071 -1.98772 3.92737
C -0.46752 -2.03493 2.60816
N -0.41132 -0.81047 2.04005
N -0.61779 0.09165 3.02433
H -1.17485 0.87632 5.35554
H -1.24308 -0.75121 6.07355
H -0.32180 -2.95246 2.06369
*
```